--- w ---
# C4H11P3

A 2-piece molecular cluster, C4H11P3 overall (ωB97M-V with the def2-TZVPD basis set, the Open Molecules 2025 dataset).

Structure (XYZ):
```
18
Properties=species:S:1:pos:R:3:mulliken_charge:R:1
C 0.993 -0.012 -0.848 -1.561
C -1.008 -1.354 -0.170 -1.615
C -1.284 1.005 -0.961 -1.785
C -0.377 0.043 -0.193 1.334
P 0.661 -0.452 4.367 -0.060
P 1.195 -0.600 2.401 -0.006
P -0.324 0.637 1.596 -0.080
H 1.447 0.977 -0.850 0.392
H 1.656 -0.695 -0.322 0.405
H 0.902 -0.357 -1.879 0.411
H -1.926 -1.367 0.421 0.447
H -0.319 -2.085 0.252 0.414
H -1.251 -1.651 -1.190 0.385
H -0.852 2.002 -0.981 0.442
H -1.411 0.663 -1.990 0.411
H -2.269 1.065 -0.501 0.446
H 1.770 -1.172 4.815 0.032
H 1.846 2.187 1.475 -0.011
```

E_LUMO (spin up / spin down): -1.62 / -0.79 eV
multiplicity: 1



--- x ---
# C4H11P3

One molecule with the formula C4H11P3 (ωB97M-V with the def2-TZVPD basis set, the Open Molecules 2025 dataset).

Structure (XYZ):
```
18
Properties=species:S:1:pos:R:3:mulliken_charge:R:1
H -0.550 -0.895 -2.564 -0.026
P -0.083 -1.957 -1.699 -0.088
C 0.388 -1.001 -0.396 0.360
C 0.760 -1.413 0.981 -1.061
C 0.223 0.612 -0.604 -0.341
C 1.577 1.202 -0.263 -1.357
P -1.064 1.461 0.385 -0.048
P -2.542 -0.093 0.343 -0.164
H 1.548 -2.213 1.111 0.345
H -0.179 -1.846 1.476 0.281
H 1.069 -0.554 1.628 0.221
H 0.072 0.708 -1.642 0.644
H 1.763 2.073 -0.800 0.413
H 2.411 0.449 -0.513 0.305
H 1.732 1.288 0.851 0.354
H -0.391 0.963 1.566 0.029
H -3.523 0.835 0.903 0.076
H -3.212 0.382 -0.761 0.057
```

SMILES: [H]/P=C(/C)[C@H](C)[PH]#[PH2]
E_LUMO: 0.27 eV
multiplicity: 1



--- y ---
# C4H11P3

One molecule with the formula C4H11P3 (ωB97M-V with the def2-TZVPD basis set, the Open Molecules 2025 dataset).

Structure (XYZ):
```
18
Properties=species:S:1:pos:R:3:mulliken_charge:R:1
C -3.151 -0.217 -0.564 -0.435
P -2.450 0.915 0.460 -0.038
P -0.468 -0.108 0.620 0.376
C -0.321 -1.851 -0.005 -1.338
C 0.926 0.902 0.330 0.102
C 0.592 2.153 -0.478 -1.242
P 2.505 0.093 -0.045 -0.215
H -4.158 -0.078 -0.922 0.281
H -2.652 -1.104 -0.922 0.236
H -0.424 -0.483 1.993 0.066
H -1.082 -2.519 0.392 0.400
H 0.664 -2.175 0.337 0.465
H -0.321 -1.862 -1.096 0.355
H 1.313 2.941 -0.241 0.375
H 0.590 2.021 -1.564 0.266
H -0.406 2.512 -0.186 0.325
H 3.219 1.280 0.106 0.010
H 2.763 -0.297 1.274 0.011
```

SMILES: C=P[P@@H](C)=C(C)P
E_LUMO: -0.60 eV
multiplicity: 1



Relative energies, in hartree, with the most stable structure set to zero: w 0.0491; x 0.0000; y 0.0403.



--- w ---
# C20H27N3O5

A 2-piece molecular cluster, C20H27N3O5 overall (ωB97M-V with the def2-TZVPD basis set, the Open Molecules 2025 dataset).

Structure (XYZ):
```
55
Properties=species:S:1:pos:R:3:mulliken_charge:R:1
C -2.624 -3.137 -1.085 -0.799
C -3.648 -2.771 -0.220 -0.316
H -3.754 -3.415 0.548 0.394
H -4.687 -2.688 -0.792 0.301
O -3.491 -1.715 0.303 -0.342
C -3.957 -0.495 -0.133 0.753
O -4.623 -0.526 -1.048 -0.536
N -3.577 0.729 0.381 0.403
C -2.684 0.726 1.519 -1.416
H -2.570 -0.341 2.044 0.285
C -1.299 1.314 1.156 -0.084
H -0.639 1.224 1.867 1.081
H -0.866 0.217 0.281 -0.093
C -1.289 2.587 0.524 -0.951
N -0.010 2.921 -0.109 0.181
C 0.674 2.231 -0.752 0.616
O 0.411 1.093 -1.394 -0.811
C 2.087 2.809 -1.048 -1.968
C 3.187 2.620 -0.050 -1.488
N 3.109 1.132 0.364 0.069
C 2.410 0.468 1.184 0.250
O 1.654 1.158 2.229 -0.809
C 2.754 -0.890 1.276 0.074
H 3.102 -1.275 2.355 0.256
C 3.701 -1.003 -0.217 -0.022
C 3.956 0.240 -0.554 -0.110
O 4.544 0.377 -1.488 -0.422
H 4.722 -1.425 0.232 0.379
C 2.832 -2.159 -0.806 0.902
C 2.899 -3.478 -0.108 -1.146
C 2.054 -3.178 0.802 -0.730
H 1.775 -4.022 1.498 0.284
C 1.560 -1.829 0.842 0.241
H 0.615 -1.783 1.381 0.580
C 1.444 -1.701 -0.688 -2.176
H 0.788 -2.074 -1.144 1.524
H 1.323 -0.598 -1.161 0.054
H 3.451 -4.278 -0.178 0.654
H 3.271 -2.098 -1.919 0.341
H 3.976 2.980 -0.142 1.001
H 2.839 2.892 1.114 0.368
H 2.371 2.509 -1.818 1.049
H 1.964 3.904 -1.200 0.456
H 0.373 3.573 0.526 0.399
C -2.430 2.534 -0.733 -1.507
H -2.268 3.402 -1.113 0.863
C -3.601 1.886 -0.102 -1.117
H -4.257 1.738 -0.931 0.463
H -4.058 2.801 0.479 0.220
H -2.099 1.853 -1.379 0.590
H -1.607 3.280 1.187 0.774
H -2.973 1.454 2.313 0.422
H -2.388 -2.315 -2.039 0.173
H -2.828 -4.174 -1.542 0.423
H -1.617 -3.283 -0.511 0.021
```

E_LUMO: 0.53 eV
multiplicity: 1



--- x ---
# C20H27N3O5

A 2-piece molecular cluster, C20H27N3O5 overall (ωB97M-V with the def2-TZVPD basis set, the Open Molecules 2025 dataset).

Structure (XYZ):
```
55
Properties=species:S:1:pos:R:3:mulliken_charge:R:1
C 5.681 1.941 2.549 -1.292
C 4.362 1.282 2.173 -0.190
O 3.392 2.231 1.690 -0.323
C 3.416 2.451 0.349 -0.052
O 4.434 2.570 -0.324 -0.564
C 2.134 2.504 -0.359 0.587
C 1.260 1.409 -0.233 0.413
C 1.572 0.206 0.618 -0.451
N 0.103 1.331 -0.907 -0.683
C -0.231 2.321 -1.744 -0.439
C -1.435 2.186 -2.441 -0.320
C -1.852 3.161 -3.351 -0.649
C -1.054 4.284 -3.568 -0.719
C 0.150 4.435 -2.873 -0.805
C 0.578 3.462 -1.943 1.119
C 1.781 3.573 -1.214 1.387
C 2.661 4.805 -1.355 -1.903
H 6.367 1.197 2.963 0.395
H 5.513 2.718 3.300 0.308
H 6.153 2.396 1.673 0.302
H 3.950 0.791 3.060 0.392
H 4.554 0.501 1.429 0.290
H 0.872 -0.604 0.417 -0.293
H 1.495 0.461 1.679 0.198
H 2.574 -0.170 0.401 0.305
H -2.047 1.308 -2.264 0.426
H -2.791 3.045 -3.885 0.409
H -1.370 5.045 -4.276 0.383
H 0.740 5.321 -3.084 0.327
H 3.345 4.919 -0.511 0.374
H 2.056 5.715 -1.387 0.492
H 3.252 4.735 -2.273 0.332
C -3.175 -6.035 -1.275 -0.902
N -3.183 -4.675 -0.738 -0.120
C -2.299 -4.215 0.156 0.170
O -1.377 -4.903 0.587 -0.666
C -2.475 -2.757 0.601 0.049
C -1.585 -1.868 -0.276 -0.683
O -1.805 -0.508 0.052 -0.482
N -2.167 -2.523 2.022 -0.033
C -2.774 -3.026 3.095 0.731
C -3.919 -4.006 2.935 -1.041
O -2.429 -2.683 4.215 -0.681
H -2.414 -6.121 -2.052 0.287
H -2.944 -6.746 -0.479 0.292
H -4.152 -6.277 -1.696 0.337
H -3.912 -4.051 -1.047 0.262
H -3.509 -2.463 0.425 0.387
H -0.541 -2.136 -0.112 0.350
H -1.827 -2.027 -1.327 0.395
H -1.109 0.055 -0.339 0.541
H -1.448 -1.846 2.221 0.176
H -4.359 -4.187 3.914 0.316
H -3.536 -4.944 2.539 0.240
H -4.674 -3.588 2.274 0.322
```

SMILES: CCOC(=O)c1c(C)nc2ccccc2c1C.CNC(=O)[C@H](CO)NC(C)=O
E_LUMO: -0.43 eV
multiplicity: 1



Relative energies, in hartree, with the most stable structure set to zero: w 0.7631; x 0.0000.



--- w ---
# C4H12

A 2-piece molecular cluster, C4H12 overall (ωB97M-V with the def2-TZVPD basis set, the Open Molecules 2025 dataset).

Structure (XYZ):
```
16
Properties=species:S:1:pos:R:3:mulliken_charge:R:1
C -1.984 -0.148 2.219 -2.312
C -1.679 -0.998 0.891 -2.506
H -3.061 -0.391 2.429 0.501
H -1.607 -0.663 3.051 0.575
H -2.005 0.778 2.429 0.813
H -0.620 -1.243 0.771 0.094
H -1.966 -0.232 0.094 0.760
H -2.034 -1.990 1.074 1.290
C 1.328 1.146 -1.504 -0.713
C 2.346 0.030 -1.720 -1.172
H 1.972 2.015 -1.170 0.125
H 0.726 1.313 -2.416 0.523
H 0.778 0.985 -0.553 -0.028
H 3.457 0.311 -1.345 0.384
H 2.084 -0.740 -0.950 0.386
H 2.210 -0.328 -2.730 0.279
```

charge: -1
E_LUMO (spin up / spin down): 4.30 / 4.31 eV
multiplicity: 2



--- x ---
# C4H12

A 2-piece molecular cluster, C4H12 overall (ωB97M-V with the def2-TZVPD basis set, the Open Molecules 2025 dataset).

Structure (XYZ):
```
16
Properties=species:S:1:pos:R:3:mulliken_charge:R:1
C 2.432 -0.100 -0.483 -1.380
C 1.771 -0.740 0.748 0.019
H 2.979 0.812 -0.227 0.425
H 3.160 -0.779 -0.946 0.261
H 1.713 0.114 -1.268 0.557
H 2.170 -0.327 1.682 0.357
H 0.715 -0.490 0.749 -0.636
H 1.945 -1.810 0.780 0.423
C -1.806 1.061 0.055 -2.877
C -2.370 -0.306 -0.320 -2.173
H -0.989 1.083 0.773 0.349
H -1.479 1.598 -0.832 0.420
H -2.560 1.738 0.480 1.217
H -2.632 -0.881 0.578 0.558
H -3.350 -0.138 -0.782 1.015
H -1.699 -0.836 -0.986 0.466
```

charge: -1
E_LUMO (spin up / spin down): 4.38 / 4.38 eV
multiplicity: 2



--- y ---
# C4H12

A 2-piece molecular cluster, C4H12 overall (ωB97M-V with the def2-TZVPD basis set, the Open Molecules 2025 dataset).

Structure (XYZ):
```
16
Properties=species:S:1:pos:R:3:mulliken_charge:R:1
C -1.535 1.249 0.520 -1.426
C -1.568 -0.187 1.017 -2.141
H -2.448 1.798 0.412 0.669
H -0.713 1.806 0.958 0.313
H -1.320 1.128 -0.548 0.433
H -1.130 -0.946 0.273 0.265
H -2.590 -0.684 1.043 1.200
H -1.091 -0.370 1.918 0.537
C 1.280 -1.209 -0.974 -2.559
C 1.799 0.209 -0.548 -0.963
H 0.481 -1.530 -0.205 -0.149
H 0.842 -0.880 -1.877 0.764
H 2.102 -1.850 -0.960 1.107
H 1.707 0.129 0.562 0.302
H 1.240 1.044 -0.851 0.169
H 2.945 0.293 -0.740 0.478
```

charge: -1
E_LUMO (spin up / spin down): 4.32 / 4.33 eV
multiplicity: 2



Relative energies, in hartree, with the most stable structure set to zero: w 0.0694; x 0.0000; y 0.0442.



--- w ---
# C4H12

A 2-piece molecular cluster, C4H12 overall (ωB97M-V with the def2-TZVPD basis set, the Open Molecules 2025 dataset).

Structure (XYZ):
```
16
Properties=species:S:1:pos:R:3:mulliken_charge:R:1
C -0.491 0.207 -2.350 -1.489
C 0.852 0.770 -1.761 -0.427
H -0.866 0.845 -3.131 0.425
H -0.158 -0.585 -3.059 0.326
H -1.244 0.028 -1.610 0.639
H 0.929 1.846 -1.776 0.705
H 1.760 0.237 -2.104 0.359
H 0.931 0.469 -0.703 -0.697
C 0.339 -0.068 2.468 -2.954
C -0.722 -0.855 1.670 -1.782
H 1.304 -0.599 2.333 0.655
H 0.488 0.929 2.059 0.344
H -0.051 -0.034 3.474 1.376
H -0.457 -1.156 0.658 0.081
H -1.635 -0.262 1.598 0.668
H -0.979 -1.772 2.234 0.772
```

charge: -1
E_LUMO (spin up / spin down): 4.29 / 4.41 eV
multiplicity: 2



--- x ---
# C4H12

A 2-piece molecular cluster, C4H12 overall (ωB97M-V with the def2-TZVPD basis set, the Open Molecules 2025 dataset).

Structure (XYZ):
```
16
Properties=species:S:1:pos:R:3:mulliken_charge:R:1
C -1.767 -2.030 -0.502 -2.318
C -0.858 -1.283 -1.454 -1.404
H -2.700 -1.500 -0.254 0.614
H -2.183 -2.919 -0.991 0.693
H -1.387 -2.332 0.477 0.749
H -1.417 -0.997 -2.355 0.808
H -0.091 -1.970 -1.811 0.669
H -0.477 -0.342 -1.074 -0.547
C 0.903 1.647 0.318 0.075
C 1.735 1.662 1.630 -1.380
H 0.083 2.355 0.423 0.706
H 1.588 1.883 -0.503 0.224
H 0.562 0.674 -0.003 -1.167
H 1.250 2.281 2.380 0.256
H 2.717 2.088 1.426 0.394
H 1.862 0.652 2.013 0.627
```

charge: -1
E_LUMO (spin up / spin down): 4.28 / 4.42 eV
multiplicity: 2



Relative energies, in hartree, with the most stable structure set to zero: w 0.0078; x 0.0000.



--- w ---
# C4H12

A 2-piece molecular cluster, C4H12 overall (ωB97M-V with the def2-TZVPD basis set, the Open Molecules 2025 dataset).

Structure (XYZ):
```
16
Properties=species:S:1:pos:R:3:mulliken_charge:R:1
C 0.243 2.082 -0.139 0.496
C 1.462 1.883 0.792 -1.814
H 0.653 2.439 -1.093 0.297
H -0.313 1.173 -0.324 -0.943
H -0.422 2.868 0.221 0.422
H 1.251 1.097 1.532 0.665
H 1.436 2.717 1.496 0.310
H 2.382 1.680 0.261 0.610
C -0.191 -2.183 -0.034 -3.270
C -1.531 -1.784 -0.642 -1.860
H -0.163 -3.227 0.301 1.358
H 0.588 -1.984 -0.772 0.526
H 0.230 -1.728 0.876 0.696
H -1.836 -2.629 -1.208 0.841
H -1.481 -0.918 -1.298 0.260
H -2.335 -1.686 0.094 0.406
```

charge: -1
E_LUMO (spin up / spin down): 4.36 / 4.38 eV
multiplicity: 2



--- x ---
# C4H12

A 2-piece molecular cluster, C4H12 overall (ωB97M-V with the def2-TZVPD basis set, the Open Molecules 2025 dataset).

Structure (XYZ):
```
16
Properties=species:S:1:pos:R:3:mulliken_charge:R:1
C -0.166 2.291 -0.050 -1.742
C 0.604 1.887 1.209 -1.352
H -1.051 1.654 -0.132 0.644
H -0.512 3.322 0.067 0.328
H 0.424 2.248 -0.965 0.620
H 1.574 2.398 1.163 0.605
H 0.802 0.832 1.383 0.201
H 0.134 2.253 2.111 0.334
C 0.000 -1.940 0.116 -2.325
C -0.524 -2.195 -1.288 -2.081
H 1.099 -1.936 0.028 0.741
H -0.297 -1.028 0.617 0.341
H -0.161 -2.804 0.769 0.684
H -0.253 -1.459 -2.045 0.776
H -1.595 -2.398 -1.306 0.781
H -0.079 -3.121 -1.675 0.445
```

charge: -1
E_LUMO (spin up / spin down): 4.39 / 4.51 eV
multiplicity: 2



Relative energies, in hartree, with the most stable structure set to zero: w 0.0101; x 0.0000.